The following is a quantum chemistry calculation of the molecule C14H20ClN3O2, from OMol25.

```
40
Properties=species:S:1:pos:R:3:forces:R:3
C -4.10295 -1.33362 -0.42538 0.3 0.0 0.1
C -3.09702 -0.31479 0.10644 -0.2 0.1 0.0
C -3.72876 0.48985 1.24309 0.2 -0.2 -0.1
C -2.62040 0.60813 -1.03062 0.4 -0.2 0.1
C -1.12086 0.91038 -1.03195 -0.1 0.0 -0.2
N -0.66465 1.39712 0.26154 -0.4 -0.2 0.0
C 0.47170 2.13860 0.37402 0.0 0.0 0.4
N 0.88136 2.36331 1.66015 0.1 0.1 0.2
O 1.09004 2.56616 -0.58469 0.2 0.3 -0.3
C -0.26794 -0.31830 -1.40888 -0.1 0.6 -0.2
O -0.65114 -1.46596 -1.30188 -0.2 -0.4 0.1
N 0.95545 0.03071 -1.85083 0.4 0.1 -0.3
C 2.02413 -0.94646 -1.94927 -0.1 -0.1 0.0
C 2.76200 -1.00066 -0.63638 0.0 0.1 -0.2
C 2.41188 -1.94153 0.32380 0.1 0.0 0.0
C 3.01558 -1.95080 1.56855 0.0 0.0 0.1
C 3.98252 -1.00800 1.87344 0.0 0.0 0.0
C 4.34177 -0.05712 0.93510 0.0 0.1 -0.1
C 3.72899 -0.05414 -0.30773 0.0 -0.3 0.3
Cl 4.18300 1.16057 -1.45293 0.1 0.2 -0.1
H -3.62670 -1.97107 -1.16523 0.0 -0.1 -0.1
H -4.95137 -0.83056 -0.88533 -0.1 0.1 -0.1
H -4.47196 -1.96163 0.38255 -0.1 -0.1 0.1
H -2.24050 -0.87694 0.48919 0.0 0.0 0.0
H -4.65704 0.94575 0.90362 -0.1 0.1 0.0
H -3.07263 1.28576 1.58911 0.0 0.1 0.1
H -3.95941 -0.15797 2.08652 -0.1 0.0 0.1
H -3.16922 1.55076 -0.98683 0.0 0.0 -0.1
H -2.83994 0.13863 -1.99030 0.0 0.0 0.0
H -0.90983 1.70661 -1.75486 0.0 -0.1 0.1
H -0.96977 0.86242 1.05924 0.1 0.0 0.0
H 0.24966 2.23215 2.43028 0.0 0.0 0.0
H 1.60603 3.05104 1.77686 0.0 -0.1 -0.1
H 1.23664 1.00356 -1.75889 -0.2 0.0 0.0
H 2.69083 -0.65916 -2.76461 -0.1 -0.1 0.1
H 1.56299 -1.91224 -2.16563 0.1 0.1 0.0
H 1.64747 -2.66538 0.08409 -0.1 -0.1 -0.1
H 2.73056 -2.69178 2.30003 0.0 -0.1 0.1
H 4.45822 -1.00846 2.84257 0.1 0.0 0.1
H 5.09125 0.68499 1.16207 0.1 0.1 0.0
```
Positions in Å, forces in eV/Å.

As for the charge: 0. Its SMILES is CC(C)C[C@@H](NC(N)=O)C(=O)NCc1ccccc1Cl. Its HOMO energy is -9.02 eV. The calculation puts the total energy at -1320.49589 hartree. For the largest force on an atom, the calculation gives 0.0128 hartree/bohr. The energy above the lowest of the compared OMol25 structures with the same formula, charge and spin comes out at 11.6 kJ/mol. For the HOMO-LUMO gap, the calculation gives 9.651 eV.